Computed, not measured: a cluster of 2 separate species, C3H10N2O2 in total at a distorted geometry, with the ωB97M-V functional and the def2-TZVPD basis.

The geometry in XYZ format:
```
17
Properties=species:S:1:pos:R:3:forces:R:3:lowdin_charge:R:1
N -1.2764 0.5668 -1.5793 0.22 0.35 -0.08 -0.020
C 0.0900 1.1217 -1.4265 -0.53 -1.00 0.39 -0.167
C 0.6188 1.0008 0.0033 -0.58 0.87 0.34 -0.521
N -0.1371 0.2779 0.8580 0.24 0.15 -0.36 0.005
C 0.1470 0.3121 2.2842 -0.58 -0.19 -0.49 -0.064
O 1.5864 1.6564 0.3539 0.19 -0.31 -0.09 0.040
H -1.9302 1.2743 -1.2577 -0.11 -0.13 -0.01 0.073
H -1.4771 0.4436 -2.5686 0.04 -0.06 0.19 0.068
H 0.7528 0.5044 -2.0295 0.17 0.36 -0.30 0.119
H 0.1244 2.1753 -1.6791 0.44 0.11 -0.22 0.114
H -0.9754 -0.1155 0.4609 0.02 -0.18 0.22 0.106
H -0.6427 -0.2360 2.7952 0.14 -0.13 0.04 0.081
H 1.1146 -0.1399 2.4717 0.09 0.06 0.22 0.086
H 0.1132 1.3413 2.6298 0.28 0.10 0.14 0.083
H 0.6286 -4.1235 -0.1062 -0.16 0.03 -0.20 0.030
H 0.3614 -2.8450 -0.9575 -0.09 -0.23 0.06 0.027
O 0.9015 -3.2145 -0.2525 0.23 0.21 0.15 -0.061
```
Forces are in eV/Å.

SMILES   CNC(=O)CN.O
Lowest unoccupied orbital energy   0.6687 eV
Relative energy (zero: lowest compared OMol25 entry of this formula, charge and spin)   81.9 kJ/mol
Kohn-Sham gap   10.0385 eV
Energy   -10348.63933 eV

Computed, not measured: a structure of composition C37H33AsCl2N2O4S4Ti, with the ωB97M-V functional and the def2-TZVPD basis.

The geometry in XYZ format:
```
84
Properties=species:S:1:pos:R:3:forces:R:3:lowdin_charge:R:1
Ti -0.7293 0.5710 0.7348 -0.37 -0.26 -0.51 0.798
C -0.8966 -3.4430 1.6616 0.02 -0.03 0.00 -0.013
N -1.8747 -2.6884 2.4143 -0.07 0.11 0.02 -0.117
C -2.1376 -2.9605 3.8343 0.02 -0.06 0.06 -0.066
C -3.2504 -1.9544 4.1888 -0.02 0.01 0.05 -0.074
N -3.4018 -1.2177 2.9328 -0.04 -0.05 -0.14 0.064
C -2.5980 -1.6743 1.9867 0.17 -0.01 0.06 -0.695
S -2.5426 -1.0054 0.3803 0.09 0.32 -0.04 0.788
H -1.3276 -4.3745 1.2918 0.01 -0.01 0.01 0.113
H -0.0600 -3.6700 2.3213 0.02 0.05 -0.01 0.097
H -0.5498 -2.8472 0.8194 -0.02 -0.05 0.00 0.046
H -1.2230 -2.7849 4.4011 -0.02 -0.01 -0.02 0.122
H -2.4508 -3.9954 3.9677 0.00 0.01 -0.02 0.137
H -2.9530 -1.2815 4.9909 -0.01 -0.01 0.00 0.129
H -4.1840 -2.4440 4.4595 0.01 0.01 0.01 0.130
H -4.0214 -0.4421 2.7781 -0.02 0.02 0.04 0.152
Cl 1.1442 2.2950 1.7462 0.08 -0.07 0.11 0.705
C 1.0594 1.5361 3.3991 0.05 0.08 -0.08 -0.908
Cl 2.6394 1.1227 3.9843 0.02 0.01 0.01 0.717
C 0.1182 0.3235 3.2893 -0.05 0.19 0.02 -0.674
O 0.3446 -0.7572 3.7418 0.00 0.05 0.13 0.126
O -0.9771 0.6616 2.6042 0.12 -0.27 -0.26 -0.210
H 0.6097 2.3032 4.0241 0.03 -0.04 0.07 0.091
O -1.0563 1.5726 -0.6717 0.15 -0.09 0.39 -0.323
C -1.8153 2.7865 -1.0049 0.09 -0.12 0.03 -0.485
C -2.9100 2.3367 -1.9387 -0.10 0.15 0.03 -0.498
C -4.0834 2.9803 -2.1948 0.10 -0.06 0.07 -0.090
C -4.8525 2.3310 -3.1964 0.00 -0.08 -0.04 -0.146
C -4.2454 1.2098 -3.6696 -0.05 0.02 -0.05 -0.379
S -2.7305 0.9408 -2.9233 0.01 -0.02 -0.01 1.055
C -2.3938 3.2878 0.3024 -0.15 0.05 0.01 -0.493
C -3.3147 2.5995 1.0533 0.07 0.04 -0.07 -0.144
C -3.6974 3.2950 2.2257 0.03 0.02 0.05 -0.156
C -3.0774 4.5045 2.3272 -0.04 0.00 0.00 -0.373
S -2.0367 4.8078 1.0143 0.05 -0.04 0.03 1.081
C -0.8575 3.7306 -1.6879 -0.06 -0.05 -0.09 -0.470
C -0.9154 4.1518 -2.9847 -0.07 0.00 0.05 -0.082
C 0.1444 5.0301 -3.3310 0.05 0.05 0.04 -0.148
C 0.9948 5.2498 -2.2927 0.03 0.00 -0.06 -0.386
S 0.5204 4.3983 -0.8908 0.02 -0.03 0.02 0.997
H -4.3856 3.8851 -1.6866 0.00 0.01 0.01 0.134
H -5.8158 2.6763 -3.5397 -0.01 0.00 0.00 0.115
H -4.6127 0.5224 -4.4143 0.01 -0.01 -0.01 0.076
H -3.7459 1.6629 0.7258 -0.01 -0.01 0.00 0.096
H -4.4169 2.9363 2.9468 -0.01 -0.01 0.00 0.110
H -3.1923 5.2458 3.1018 -0.01 0.01 0.00 0.080
H -1.7033 3.8626 -3.6646 -0.01 -0.01 0.00 0.123
H 0.2560 5.4912 -4.3006 0.00 0.00 -0.01 0.116
H 1.8645 5.8872 -2.2666 0.01 -0.01 0.00 0.082
O 0.6757 -0.4953 0.3643 -0.01 0.12 -0.05 -0.522
As 1.9888 -1.2830 -0.4736 -0.10 0.08 0.14 1.368
C 1.1293 -2.5151 -1.6295 0.05 -0.13 -0.02 -0.308
C -0.0655 -2.1475 -2.2429 -0.04 0.08 0.03 -0.093
C -0.6555 -3.0136 -3.1474 0.00 -0.04 -0.02 -0.044
C -0.0507 -4.2288 -3.4443 0.00 0.00 0.00 -0.039
C 1.1507 -4.5822 -2.8460 0.00 0.02 0.02 -0.047
C 1.7500 -3.7250 -1.9350 0.04 0.00 0.00 -0.086
C 3.0467 -2.1024 0.8647 0.01 -0.01 0.06 -0.304
C 4.0681 -1.3661 1.4638 -0.03 0.08 -0.05 -0.095
C 4.7987 -1.9325 2.4955 -0.01 0.00 -0.01 -0.049
C 4.5074 -3.2190 2.9260 0.03 -0.01 0.04 -0.034
C 3.4821 -3.9470 2.3369 -0.01 0.02 -0.02 -0.046
C 2.7439 -3.3901 1.3065 -0.07 -0.05 -0.08 -0.099
C 2.9303 0.0558 -1.4225 0.14 -0.05 0.00 -0.304
C 2.2630 1.1685 -1.9208 -0.08 0.01 -0.04 -0.076
C 2.9530 2.0594 -2.7280 -0.03 0.00 0.01 -0.044
C 4.2888 1.8362 -3.0312 0.02 0.01 -0.01 -0.035
C 4.9473 0.7191 -2.5355 -0.02 -0.01 0.02 -0.046
C 4.2691 -0.1830 -1.7311 0.04 0.01 0.00 -0.088
H -0.5388 -1.1961 -2.0304 0.02 0.00 0.02 0.069
H -1.5851 -2.7382 -3.6268 0.00 0.01 0.00 0.117
H -0.5144 -4.9007 -4.1538 0.00 0.00 0.00 0.121
H 1.6261 -5.5220 -3.0903 0.00 -0.01 0.00 0.120
H 2.6955 -4.0020 -1.4835 -0.02 0.02 0.01 0.109
H 4.2934 -0.3590 1.1340 -0.01 0.00 -0.01 0.110
H 5.5967 -1.3708 2.9614 0.00 0.01 0.00 0.121
H 5.0849 -3.6607 3.7272 0.00 0.01 0.00 0.122
H 3.2639 -4.9494 2.6785 -0.01 -0.01 -0.01 0.119
H 1.9456 -3.9602 0.8459 0.04 0.02 0.00 0.096
H 1.2173 1.3467 -1.7033 -0.02 0.00 0.03 0.083
H 2.4376 2.9243 -3.1221 -0.01 0.03 -0.01 0.101
H 4.8210 2.5346 -3.6630 0.00 0.00 0.00 0.121
H 5.9867 0.5461 -2.7780 0.00 0.00 0.00 0.120
H 4.7895 -1.0566 -1.3564 -0.04 -0.01 0.02 0.111
```
Forces are in eV/Å.

Lowest unoccupied orbital energy   -5.9349 eV
Relative energy (zero: lowest compared OMol25 entry of this formula, charge and spin)   2.0 kJ/mol
Total charge   +2
Kohn-Sham gap   7.2589 eV
Energy   -202405.05560 eV